Record 1
Density functional theory data (the ωB97M-V functional and the def2-TZVPD basis) for a cluster of 2 separate species, C4H6I2 in total.

Values from the calculation:
Multiplicity   3
Energy above the lowest of the compared OMol25 structures with the same formula, charge and spin   2.011 eV
⟨S²⟩   2.01
Energy   -20441.21099 eV
Kohn-Sham gap (alpha / beta)   6.53 / 6.58 eV

Last column: Löwdin spin population.
Geometry (Å):
1 C 1.110 0.678 0.510  0.508
2 C 0.512 -0.386 0.035  0.270
3 C -1.813 0.212 0.321  0.643
4 C -0.912 -0.733 -0.057  0.394
5 I 5.697 1.420 0.066  0.000
6 I 1.908 -2.002 -0.493  0.043
7 H 0.515 1.503 0.996  0.027
8 H 2.270 0.912 0.501  0.020
9 H -2.819 0.130 0.121  0.046
10 H 5.087 0.311 1.036  0.000
11 H -1.552 1.278 0.513  0.036
12 H -1.343 -1.713 -0.312  0.012

Record 2
Density functional theory data (the ωB97M-V functional and the def2-TZVPD basis) for the molecule C4H6IN.

Values from the calculation:
Multiplicity   1
SMILES   C=C[C@@H]1CN1I
Energy above the lowest of the compared OMol25 structures with the same formula, charge and spin   2.298 eV
Energy   -13832.86004 eV
Kohn-Sham gap   8.89 eV

Last column: natural (NBO) charge in e.
Geometry (Å):
1 C 1.039 -0.016 1.947  -0.388
2 C 0.472 -0.536 0.807  -0.206
3 C 0.034 0.257 -0.349  -0.137
4 C -1.362 0.181 -0.853  -0.245
5 N -0.327 -0.482 -1.588  -0.526
6 I 0.289 0.269 -3.401  0.246
7 H 1.268 -0.673 2.857  0.206
8 H 1.552 1.016 2.008  0.199
9 H 0.317 -1.587 0.881  0.220
10 H 0.482 1.173 -0.657  0.215
11 H -2.009 -0.654 -0.491  0.215
12 H -1.754 1.051 -1.161  0.201

Record 3
Density functional theory data (the ωB97M-V functional and the def2-TZVPD basis) for a cluster of 2 separate species, C4H6IN in total.

Values from the calculation:
Multiplicity   3
Energy above the lowest of the compared OMol25 structures with the same formula, charge and spin   3.516 eV
⟨S²⟩   2.02
Energy   -13827.40059 eV
Kohn-Sham gap (alpha / beta)   6.57 / 6.79 eV

Last column: Löwdin spin population.
Geometry (Å):
1 C 0.925 -0.520 -1.229  0.036
2 C -2.022 0.544 0.683  0.624
3 C 1.513 -1.286 -0.337  0.175
4 C -0.113 -0.733 -0.171  0.105
5 N -0.757 0.395 0.539  0.785
6 I 2.036 2.308 0.816  0.058
7 H 0.887 0.065 -2.064  0.004
8 H 0.767 1.548 0.217  0.005
9 H -2.233 1.349 1.382  0.068
10 H -2.834 -0.181 0.532  0.084
11 H 2.421 -1.753 -0.030  0.019
12 H -0.589 -1.738 -0.338  0.037

Record 4
Density functional theory data (the ωB97M-V functional and the def2-TZVPD basis) for a cluster of 2 separate species, C4H6IN2 in total.

Values from the calculation:
Multiplicity   1
Energy above the lowest of the compared OMol25 structures with the same formula, charge and spin   3.967 eV
Energy   -15315.23118 eV
Net charge   +1
Kohn-Sham gap   8.94 eV

Last column: Löwdin charge in e.
Geometry (Å):
1 C -2.501 0.129 -2.486  -0.013
2 C -2.644 1.140 -1.488  -0.874
3 C 0.322 -0.492 0.595  -0.239
4 C -1.996 -0.049 -1.185  -0.063
5 N -0.292 0.161 1.557  0.191
6 N 1.597 -0.643 0.540  0.200
7 I -3.176 3.021 -1.245  1.016
8 H -2.828 -0.292 -3.428  0.107
9 H -0.147 -1.161 0.009  0.078
10 H -1.298 0.057 1.523  0.117
11 H 0.121 0.566 2.415  0.162
12 H 2.008 -1.221 -0.193  0.159
13 H 2.056 0.055 1.148  0.158

Record 5
Density functional theory data (the ωB97M-V functional and the def2-TZVPD basis) for the molecule C4H6INO2S.

Values from the calculation:
Multiplicity   1
SMILES   CN1[C@@H](I)C=CS1(=O)=O
Energy above the lowest of the compared OMol25 structures with the same formula, charge and spin   0.000 eV
Energy   -28764.01450 eV
Kohn-Sham gap   9.24 eV

Last column: natural (NBO) charge in e.
Geometry (Å):
1 C -1.536 0.760 1.013  -0.460
2 N -0.524 0.392 0.012  -0.674
3 C 0.786 0.854 0.043  -0.084
4 I 1.737 0.561 2.049  -0.046
5 C 1.559 0.094 -0.943  -0.194
6 C 1.035 -1.027 -1.383  -0.434
7 S -0.542 -1.213 -0.502  2.286
8 O -0.246 -2.071 0.583  -0.919
9 O -1.653 -1.436 -1.369  -0.901
10 H -2.569 0.963 0.443  0.234
11 H -1.567 -0.098 1.726  0.229
12 H -1.346 1.641 1.701  0.244
13 H 0.907 1.874 0.054  0.231
14 H 2.613 0.382 -1.347  0.251
15 H 1.347 -1.676 -2.081  0.239

Record 6
Density functional theory data (the ωB97M-V functional and the def2-TZVPD basis) for a structure of composition C4H6IrO7.

Values from the calculation:
Multiplicity   5
Energy above the lowest of the compared OMol25 structures with the same formula, charge and spin   0.000 eV
⟨S²⟩   6.01
Energy   -21374.41758 eV
Net charge   +3
Kohn-Sham gap (alpha / beta)   6.56 / 4.07 eV

Last column: Löwdin spin population.
Geometry (Å):
1 O 0.001 -1.377 0.831  0.005
2 C -0.542 -0.146 0.621  0.000
3 C -0.668 0.189 -0.867  0.001
4 O -2.016 -0.196 -1.228  0.001
5 C -2.735 -0.308 -0.168  0.000
6 O -2.132 -0.309 0.947  0.000
7 O -4.002 -0.274 -0.312  0.000
8 H 0.236 -1.506 1.760  0.000
9 H -0.348 0.615 1.381  0.000
10 H 0.009 -0.405 -1.485  0.000
11 H -0.559 1.258 -1.066  0.000
12 H -4.359 0.630 -0.350  0.000
13 O 3.093 -1.076 -0.168  0.072
14 C 2.992 0.219 -0.063  0.058
15 O 1.909 0.791 0.328  0.349
16 O 3.956 0.947 -0.419  0.395
17 Ir 2.948 2.439 0.291  3.118
18 H 2.218 -1.493 -0.032  0.001

Record 7
Density functional theory data (the ωB97M-V functional and the def2-TZVPD basis) for a structure of composition C4H6LiO2Tl.

Values from the calculation:
Multiplicity   1
Energy above the lowest of the compared OMol25 structures with the same formula, charge and spin   3.643 eV
Energy   -13231.90120 eV
Kohn-Sham gap (alpha / beta)   4.10 / 3.95 eV

Last column: natural (NBO) charge in e.
Geometry (Å):
1 O -4.638 -0.801 -0.074  -0.695
2 C -3.975 -1.457 0.895  0.278
3 C -2.932 -2.290 0.538  -0.838
4 Li 0.592 0.537 -1.820  0.798
5 Tl 1.749 2.215 0.887  0.135
6 H -2.603 -2.390 -0.517  0.154
7 H -2.557 -3.051 1.229  0.183
8 C -1.035 0.892 0.420  0.032
9 C -0.519 -0.219 0.967  -0.401
10 O -1.124 1.142 -0.919  -0.824
11 H -1.532 1.665 1.007  0.201
12 H -0.549 -0.334 2.052  0.246
13 H -0.026 -0.993 0.373  0.202
14 H -1.904 0.720 -1.301  0.529

Record 8
Density functional theory data (the ωB97M-V functional and the def2-TZVPD basis) for a structure of composition C4H6LiO7.

Values from the calculation:
Multiplicity   1
Energy above the lowest of the compared OMol25 structures with the same formula, charge and spin   0.000 eV
Energy   -18785.45707 eV
Net charge   -1
Kohn-Sham gap   5.16 eV

Last column: natural (NBO) charge in e.
Geometry (Å):
1 O -2.567 2.871 1.618  -0.865
2 C -1.675 1.985 1.621  0.960
3 O -0.960 1.737 2.624  -0.867
4 O -1.495 1.317 0.474  -0.520
5 O 0.149 -1.552 -0.992  -0.651
6 C -0.593 -0.367 -0.935  -0.077
7 C -0.484 0.312 0.426  -0.085
8 Li -2.017 3.160 3.473  0.948
9 H -1.648 -0.631 -1.108  0.153
10 H -0.277 0.328 -1.729  0.188
11 H 0.504 0.769 0.568  0.190
12 H -0.647 -0.423 1.226  0.178
13 C 1.672 -1.409 -1.305  0.943
14 O 1.961 -0.539 -2.192  -0.884
15 O 2.296 -1.215 -0.041  -0.780
16 H 2.946 -0.517 -0.195  0.469
17 O 1.899 -2.759 -1.648  -0.776
18 H 0.935 -3.066 -1.886  0.476

Record 9
Density functional theory data (the ωB97M-V functional and the def2-TZVPD basis) for a cluster of 2 separate species, C4H6N in total.

Values from the calculation:
Multiplicity   1
Energy above the lowest of the compared OMol25 structures with the same formula, charge and spin   4.506 eV
Energy   -5722.29451 eV
Net charge   +1
Kohn-Sham gap   10.68 eV

Last column: natural (NBO) charge in e.
Geometry (Å):
1 C -0.105 1.993 -0.533  -0.092
2 C 0.858 -0.373 1.326  -0.472
3 C 1.905 -0.670 0.770  0.035
4 C -0.624 0.935 -0.702  0.064
5 N -1.048 -0.348 -0.534  -0.775
6 H 0.660 2.716 -0.617  0.267
7 H 0.408 0.138 2.147  0.312
8 H 2.794 -0.987 0.220  0.276
9 H -0.929 -1.049 -1.308  0.465
10 H -2.086 -0.552 -0.322  0.463
11 H -0.411 -0.580 0.464  0.457

Record 10
Density functional theory data (the ωB97M-V functional and the def2-TZVPD basis) for the ion C4H6N with charge +1.

Values from the calculation:
Multiplicity   1
Energy above the lowest of the compared OMol25 structures with the same formula, charge and spin   4.295 eV
Energy   -5722.50557 eV
Net charge   +1
Kohn-Sham gap (alpha / beta)   7.89 / 7.79 eV

Last column: natural (NBO) charge in e.
Geometry (Å):
1 C 1.287 -0.353 -0.161  -0.537
2 C -0.196 1.192 0.430  -0.544
3 C -0.135 -0.319 0.234  0.298
4 C 0.705 0.902 -0.670  0.344
5 N -1.177 -0.854 -0.389  -0.663
6 H 2.010 -0.138 0.532  0.317
7 H 1.730 -1.329 -0.544  0.318
8 H -1.186 1.718 0.356  0.287
9 H 0.227 1.421 1.315  0.307
10 H -1.243 -1.854 -0.436  0.434
11 H -2.022 -0.384 -0.667  0.440

Record 11
Density functional theory data (the ωB97M-V functional and the def2-TZVPD basis) for the ion C4H6N with charge +1.

Values from the calculation:
Multiplicity   1
SMILES   C=[N+]1C=C1C
Energy above the lowest of the compared OMol25 structures with the same formula, charge and spin   4.255 eV
Energy   -5722.54586 eV
Net charge   +1
Kohn-Sham gap   8.47 eV

Last column: natural (NBO) charge in e.
Geometry (Å):
1 C -2.025 -0.241 0.542  -0.128
2 N -0.766 -0.461 0.704  -0.259
3 C 0.245 -1.105 1.409  0.102
4 C 0.523 -0.057 0.257  0.390
5 C 1.287 0.770 -0.599  -0.769
6 H -2.540 0.428 -0.044  0.237
7 H -2.832 -0.817 1.143  0.238
8 H 0.508 -1.537 2.245  0.252
9 H 2.104 0.291 -1.124  0.323
10 H 1.979 1.460 0.037  0.324
11 H 0.705 1.413 -1.300  0.289

Record 12
Density functional theory data (the ωB97M-V functional and the def2-TZVPD basis) for a cluster of 2 separate species, C4H6N in total.

Values from the calculation:
Multiplicity   1
Energy above the lowest of the compared OMol25 structures with the same formula, charge and spin   4.751 eV
Energy   -5722.04975 eV
Net charge   +1
Kohn-Sham gap (alpha / beta)   8.01 / 5.92 eV

Last column: natural (NBO) charge in e.
Geometry (Å):
1 C 1.300 -1.003 0.950  -0.049
2 C 0.522 -0.019 0.758  0.366
3 C 2.020 -1.973 1.379  -0.243
4 C -1.746 1.398 -1.781  -0.088
5 N -0.358 0.708 0.280  -0.552
6 H 2.544 -2.178 2.380  0.285
7 H 1.919 -2.744 0.659  0.251
8 H -1.766 0.801 -2.678  0.219
9 H -1.124 2.232 -1.527  0.206
10 H -0.712 1.535 0.714  0.407
11 H -2.600 1.245 -1.133  0.197

Repeat the eleventh record exactly.
Density functional theory data (the ωB97M-V functional and the def2-TZVPD basis) for the ion C4H6N with charge +1.

Values from the calculation:
Multiplicity   1
SMILES   C=[N+]1C=C1C
Energy above the lowest of the compared OMol25 structures with the same formula, charge and spin   4.255 eV
Energy   -5722.54586 eV
Net charge   +1
Kohn-Sham gap   8.47 eV

Last column: natural (NBO) charge in e.
Geometry (Å):
1 C -2.025 -0.241 0.542  -0.128
2 N -0.766 -0.461 0.704  -0.259
3 C 0.245 -1.105 1.409  0.102
4 C 0.523 -0.057 0.257  0.390
5 C 1.287 0.770 -0.599  -0.769
6 H -2.540 0.428 -0.044  0.237
7 H -2.832 -0.817 1.143  0.238
8 H 0.508 -1.537 2.245  0.252
9 H 2.104 0.291 -1.124  0.323
10 H 1.979 1.460 0.037  0.324
11 H 0.705 1.413 -1.300  0.289

- What is the multiplicity in the eighth record?
  1

Copy entry 6 word for word.
Density functional theory data (the ωB97M-V functional and the def2-TZVPD basis) for a structure of composition C4H6IrO7.

Values from the calculation:
Multiplicity   5
Energy above the lowest of the compared OMol25 structures with the same formula, charge and spin   0.000 eV
⟨S²⟩   6.01
Energy   -21374.41758 eV
Net charge   +3
Kohn-Sham gap (alpha / beta)   6.56 / 4.07 eV

Last column: Löwdin spin population.
Geometry (Å):
1 O 0.001 -1.377 0.831  0.005
2 C -0.542 -0.146 0.621  0.000
3 C -0.668 0.189 -0.867  0.001
4 O -2.016 -0.196 -1.228  0.001
5 C -2.735 -0.308 -0.168  0.000
6 O -2.132 -0.309 0.947  0.000
7 O -4.002 -0.274 -0.312  0.000
8 H 0.236 -1.506 1.760  0.000
9 H -0.348 0.615 1.381  0.000
10 H 0.009 -0.405 -1.485  0.000
11 H -0.559 1.258 -1.066  0.000
12 H -4.359 0.630 -0.350  0.000
13 O 3.093 -1.076 -0.168  0.072
14 C 2.992 0.219 -0.063  0.058
15 O 1.909 0.791 0.328  0.349
16 O 3.956 0.947 -0.419  0.395
17 Ir 2.948 2.439 0.291  3.118
18 H 2.218 -1.493 -0.032  0.001